# 1
This record from the OMol25 dataset describes C26H22AsF6IMoN5O3 as an isolated structure. The level of theory is wB97M-V/def2-TZVPD.

Each line ends with the Mulliken charge.
Element x y z (Å)
H (-0.3632, 0.1421, 3.8634)  1.322
C (1.2818, -4.0851, 3.7940)  -0.734
Mo (0.0435, -0.2050, -0.2130)  0.899
C (3.5193, 3.3145, -0.3972)  -0.397
H (-2.3745, 2.4787, 5.6172)  0.575
C (0.0392, -3.5219, 4.0446)  -1.043
F (-3.5323, 0.9437, -0.5985)  -0.501
C (-0.6200, -4.6163, -0.0379)  -1.107
C (2.2741, 1.5129, -1.3353)  0.443
C (-1.2397, 1.5637, 2.5200)  0.712
H (4.2498, 4.1074, -0.4863)  0.456
N (1.6718, 1.2740, -0.1630)  0.810
C (2.1744, -3.4388, 2.9542)  -0.529
C (-1.8619, 1.7420, 4.9990)  -1.020
C (-1.9168, 2.1870, 3.5500)  1.208
C (-0.4449, 0.3732, 2.8066)  -1.672
I (3.3095, -1.3391, 1.1758)  0.206
C (-1.4034, 2.1120, 1.2059)  0.092
H (-1.2633, -2.8642, 1.0167)  0.776
C (1.8799, 0.5792, -2.4256)  -0.976
H (-2.4228, 0.8072, 5.0972)  0.298
F (-4.0449, -0.1816, -2.8023)  -0.383
C (2.8987, 3.0595, 0.8238)  -1.211
As (-3.1314, -0.4932, -1.4389)  2.166
C (1.8403, -2.2308, 2.3542)  0.126
F (-2.3995, -1.9321, -2.0003)  -0.499
H (-1.2911, -1.9128, 3.5957)  0.561
C (-0.2997, -2.3243, 3.4439)  0.277
N (0.1083, -2.3924, -0.4563)  0.966
H (3.6657, 2.6912, -2.4520)  0.556
H (3.1312, 3.6403, 1.7046)  0.517
H (-0.2520, 2.2236, 6.0246)  0.324
O (-0.8336, 1.6456, 0.1863)  -0.403
O (-0.5384, 1.5139, 5.4409)  -0.515
N (-2.8907, 3.8366, 2.0320)  -0.573
H (-1.2350, -5.2821, 0.5504)  0.532
H (-1.3730, 4.2925, -0.6391)  0.329
H (3.1494, -3.8699, 2.7725)  0.450
N (1.1321, -0.5158, -1.8055)  -0.063
F (-1.6831, 0.3453, -2.0249)  -0.425
H (2.7514, 0.1792, -2.9449)  0.577
H (-3.3009, 3.7833, 4.0397)  0.390
O (2.2041, -1.9832, -3.2187)  -0.591
H (-0.6684, -4.0155, 4.6964)  0.438
C (0.5926, -1.6624, 2.5978)  -0.639
C (0.8232, -2.8546, -1.4912)  0.771
C (3.1999, 2.5329, -1.4889)  -0.985
C (0.8940, -4.1835, -1.8336)  -0.679
C (-2.3511, 3.9121, -0.3259)  -1.161
H (0.1877, -6.1464, -1.3128)  0.495
H (1.5630, -5.0238, 4.2517)  0.463
H (1.4929, 1.8025, 1.8317)  0.674
H (1.4914, -4.4750, -2.6862)  0.591
C (1.4735, -1.7881, -2.2895)  -0.365
H (-3.0662, 4.7281, -0.3011)  0.392
H (-2.6417, 3.1627, -1.0634)  0.300
C (-2.7447, 3.3084, 3.2385)  -0.874
F (-1.8891, -0.7521, 0.1281)  -0.583
C (1.9826, 2.0409, 0.8993)  -0.405
C (0.1649, -5.0909, -1.0775)  -0.575
F (-4.2399, -1.3760, -0.5202)  -0.430
C (-0.6332, -3.2629, 0.2390)  -0.483
C (-2.2444, 3.3043, 1.0154)  0.885
N (0.1365, -0.4352, 1.9850)  0.980
H (1.2651, 1.0892, -3.1727)  0.264

Forces on the atoms, in the same order (eV/Å):
0.0 0.0 0.0
0.0 0.0 0.0
0.0 0.1 0.1
0.0 0.0 0.0
0.0 0.0 0.0
0.0 0.0 0.0
-0.1 0.1 0.0
0.0 0.0 0.0
0.0 0.0 0.0
-0.1 0.1 0.0
0.0 0.0 0.0
0.1 0.1 0.1
0.0 0.0 0.0
0.0 0.0 0.0
0.0 0.0 0.1
0.0 0.0 0.1
0.0 -0.1 0.0
0.1 0.1 0.0
0.0 0.0 0.0
0.0 0.0 0.0
0.0 0.0 0.0
-0.1 0.0 0.0
0.0 0.0 0.0
0.2 -0.1 0.0
0.1 0.0 0.0
0.0 0.0 0.0
0.0 0.0 0.0
-0.1 0.0 0.0
0.0 0.1 -0.1
0.0 0.0 0.0
0.0 0.0 0.0
0.0 0.0 0.0
0.0 -0.3 -0.1
0.0 0.0 -0.1
-0.1 0.1 0.1
0.0 0.0 0.0
0.0 0.0 0.0
0.0 0.0 0.0
0.0 0.0 -0.1
0.0 -0.1 0.1
0.0 0.0 0.0
0.0 0.0 0.0
0.0 0.0 0.0
0.0 0.0 0.0
0.1 -0.1 0.0
0.0 0.0 -0.1
0.0 0.0 0.0
0.0 0.0 0.0
0.0 0.0 0.0
0.0 0.0 0.0
0.0 0.0 0.0
0.0 0.0 0.0
0.0 0.0 0.0
0.1 0.0 0.1
0.0 0.0 0.0
0.0 0.0 0.0
0.0 -0.1 -0.1
-0.1 0.0 0.1
0.0 0.0 0.0
0.0 0.0 0.0
-0.1 0.0 0.0
0.0 0.0 0.1
0.0 0.0 0.0
0.0 0.1 -0.2
0.0 0.0 0.0

- F_max: 0.273 eV/A
- Relative energy (zero: lowest compared OMol25 entry of this formula, charge and spin): 0.68 kcal per mole
- Orbital gap (spin up / spin down): 7.4 / 5.3 eV
- ⟨S²⟩: 3.785
- 2S+1: 4
- Charge: +2
- Lowest unoccupied orbital energy (spin up / spin down): -7.1 / -9.2 eV

# 2
This record from the OMol25 dataset describes C26H22AuCl2NO4Sb as an isolated structure at a distorted geometry. The level of theory is wB97M-V/def2-TZVPD.

Each line ends with the Mulliken charge.
Element x y z (Å)
C (1.1669, 2.6964, -1.8006)  0.565
C (1.0553, -3.2884, 1.0292)  -0.566
H (-4.1441, -2.6757, -0.5429)  0.494
N (0.0441, 2.0860, -2.1809)  -0.255
C (0.2208, 4.8381, -2.2522)  -0.638
H (-5.5230, -0.7105, 0.0648)  0.471
H (0.2920, 5.9194, -2.2691)  0.497
H (-0.5633, -2.7096, -4.4638)  0.294
O (-3.2070, 2.8077, -3.3771)  -0.414
Au (-0.0765, -0.1121, -2.2663)  0.374
C (-1.0041, 2.8204, -2.5645)  0.580
C (1.8395, 1.2796, 4.4193)  -0.719
C (-2.2521, 2.0411, -2.9046)  0.216
C (1.7532, 0.7769, 3.1396)  -0.677
H (0.9578, -3.6602, -4.3563)  0.371
O (-2.3254, 0.8490, -2.7149)  -0.478
C (-3.6726, -1.7784, -0.1605)  -0.709
C (0.5042, 0.2784, 2.7069)  0.975
H (1.4709, -5.3732, 1.2151)  0.467
C (1.6279, -2.0564, 0.7332)  0.754
H (0.0093, -3.4011, 1.2956)  0.505
H (3.3949, -0.9063, 0.2141)  0.422
O (3.4799, 2.1216, -1.2930)  -0.385
C (0.0472, -3.3613, -3.8570)  -0.406
H (2.7811, 1.6750, 4.7761)  0.445
C (-2.4870, 0.5533, 0.8621)  -0.909
C (1.2966, 4.0723, -1.8235)  -0.661
O (1.8934, 0.8332, -0.5079)  -0.562
C (-4.4483, -0.6714, 0.1955)  -0.583
H (2.1982, 4.5520, -1.4615)  0.442
C (3.2367, -4.2593, 0.6871)  -0.557
Cl (0.5811, -2.4196, -2.3707)  -0.010
H (-1.6969, -2.5908, -0.3197)  0.382
C (-0.6487, 0.2733, 3.5182)  -0.554
C (-3.8612, 0.4859, 0.7113)  -0.883
H (-2.0290, 1.4477, 1.2675)  0.610
Cl (-0.8534, -4.7537, -3.3603)  -0.058
H (-1.8102, 4.7622, -2.9709)  0.571
C (-1.7285, -0.5736, 0.5106)  0.863
H (0.7914, 1.6431, 6.2598)  0.436
Sb (0.3268, -0.3806, 0.7223)  2.356
C (-2.2968, -1.7336, -0.0338)  -0.311
C (-0.5231, 0.7725, 4.7989)  -0.709
H (-1.3872, 0.7741, 5.4509)  0.443
H (-1.5930, -0.1330, 3.1873)  0.496
H (2.6318, 0.7565, 2.5068)  0.403
H (4.8272, -2.9089, 0.1641)  0.457
C (0.7092, 1.2712, 5.2477)  -0.524
C (2.9731, -1.8767, 0.4335)  -0.449
C (-0.9509, 4.2035, -2.6294)  -0.548
H (-4.4747, 1.3343, 0.9891)  0.512
H (3.8787, -5.1291, 0.7009)  0.465
H (3.6780, 2.8405, -1.9104)  0.391
C (3.7782, -3.0104, 0.4042)  -0.744
C (2.2187, 1.8082, -1.1806)  0.450
C (1.8870, -4.3996, 0.9943)  -0.826
H (-3.9941, 2.3000, -3.6339)  0.426

Forces on the atoms, in the same order (eV/Å):
0.2 -0.1 0.1
0.0 -0.1 -0.2
0.0 0.1 0.0
-0.4 -0.4 0.2
0.0 0.1 0.0
0.0 0.0 0.0
0.0 -0.1 0.0
0.0 0.2 0.0
0.3 0.1 0.0
-0.1 -0.3 -0.3
0.1 -0.1 -0.2
-0.2 -0.1 0.4
-0.2 0.0 0.0
-0.7 -0.2 -0.1
0.2 0.1 0.0
-0.1 0.0 -0.2
-0.2 0.1 0.1
0.3 0.8 -0.6
0.1 0.0 0.1
-0.3 0.7 -0.6
0.0 0.0 -0.1
0.0 0.0 0.0
-0.5 -0.6 0.3
-0.4 -0.3 -0.2
0.0 0.0 0.1
-0.1 -0.2 -0.2
0.2 0.1 0.1
0.2 -0.2 0.6
0.2 0.0 0.0
0.0 0.0 -0.1
0.0 0.0 0.1
0.2 0.3 0.1
0.0 0.1 0.0
0.6 0.3 -0.3
-0.1 -0.1 -0.1
0.0 0.0 0.0
0.0 0.0 0.0
0.0 0.0 0.0
0.1 0.2 -0.6
0.0 0.1 0.0
0.6 -1.2 1.8
0.0 0.2 0.0
0.5 0.1 0.4
0.1 0.0 0.1
0.0 0.1 -0.1
-0.1 0.0 -0.1
0.0 0.0 0.1
-0.2 -0.1 -0.3
0.0 -0.4 -0.2
0.1 0.1 0.0
0.0 -0.1 0.0
0.0 0.0 -0.1
0.0 0.1 -0.2
-0.1 0.1 0.2
-0.1 1.0 -0.3
0.0 0.0 0.2
-0.1 -0.1 0.0

- F_max: 2.273 eV/A
- Relative energy (zero: lowest compared OMol25 entry of this formula, charge and spin): 20.71 kcal per mole
- Orbital gap: 6.1 eV
- Charge: +3
- Lowest unoccupied orbital energy: -11.2 eV

# 3
This record from the OMol25 dataset describes C26H22CaGeI2N2O as an isolated structure at a distorted geometry. The level of theory is wB97M-V/def2-TZVPD.

Each line ends with the Mulliken charge.
Element x y z (Å)
C (-5.8117, 0.8430, 1.4826)  -0.986
C (0.2337, -2.1544, 1.1841)  0.955
H (2.7709, -0.1368, 3.3517)  0.514
C (-0.7042, -2.8949, 0.4292)  -0.974
C (-0.2568, -1.4352, -1.4675)  -0.798
C (-3.9424, 0.4658, 2.9912)  -0.627
H (-2.0166, 1.4490, -2.2206)  0.453
H (2.1378, 1.7909, -3.8092)  0.422
C (1.3792, 1.1472, -3.3859)  -1.231
I (-7.7868, 0.6379, 0.9702)  0.145
H (-4.3653, 1.0720, -2.9313)  0.446
C (-0.9425, -2.4949, -0.8526)  -0.841
H (7.2170, -1.4260, -1.5851)  0.406
C (-4.1176, 1.0897, -1.9022)  -1.098
C (2.0610, -0.6640, 2.7363)  -0.947
C (5.1768, -1.9949, -1.4099)  -0.841
C (5.9488, 0.1343, -2.1174)  -0.673
C (0.9742, -1.1308, 0.5569)  -0.567
C (-5.1106, 1.1266, -0.9452)  -0.399
H (-1.3269, -3.6618, 0.8996)  0.390
C (-2.9810, 0.7845, 2.0358)  1.304
C (0.7274, -0.7651, -0.7820)  1.171
H (2.4940, 0.3888, 0.9764)  0.410
C (3.5747, -0.1219, -1.7547)  0.163
N (0.1242, 3.7140, 1.4599)  -0.848
C (6.2061, -1.1184, -1.7159)  -0.270
C (0.5126, -2.5123, 2.5279)  -0.736
C (-2.8039, 1.2641, -1.5060)  -0.234
H (1.3469, -1.9707, 4.3914)  0.355
H (5.3645, -2.9930, -1.0961)  0.421
I (-3.3928, 0.1557, 4.9445)  0.082
H (1.3164, 0.2228, -3.9918)  0.417
H (-6.1334, 1.0472, -1.3118)  0.225
H (-5.9823, 0.3648, 3.5009)  0.335
H (-0.8368, 4.0315, 1.6025)  0.288
C (4.6790, 0.6165, -2.2053)  -0.374
H (0.3740, 1.5734, -3.3913)  0.315
C (-5.2881, 0.5467, 2.6935)  0.070
C (-4.8253, 1.0293, 0.4090)  0.772
H (0.4859, 4.2531, 0.7238)  0.229
H (0.5929, 3.8730, 2.3492)  0.235
H (-0.1250, -3.3164, 2.8892)  0.392
Ca (-0.2680, 1.2666, 0.8654)  1.900
C (-3.4529, 1.0552, 0.6983)  -0.385
C (1.8893, -0.3976, 1.4182)  -0.246
H (-0.5085, -1.2817, -2.4876)  0.557
N (-2.4703, 1.1929, -0.2314)  -0.029
H (6.6671, 0.8501, -2.5339)  0.324
O (-1.6838, 0.6019, 2.2709)  -1.022
H (2.9981, -2.0454, -0.9633)  0.245
Ge (1.8714, 0.6326, -1.5850)  0.800
C (3.8718, -1.4621, -1.3356)  0.244
H (4.5256, 1.5606, -2.6818)  0.279
H (-1.7222, -3.0141, -1.4578)  0.342
C (1.3343, -1.7891, 3.2995)  -0.481

Forces on the atoms, in the same order (eV/Å):
2.1 0.0 -2.0
0.5 -0.8 -0.4
0.0 0.2 0.0
-0.4 0.6 0.2
0.1 -0.6 0.7
1.2 1.1 -0.7
0.2 -0.2 -0.2
-0.1 0.3 -0.1
-1.0 -0.7 -0.2
-0.5 0.1 0.2
-0.2 0.0 -0.8
-1.3 -0.9 -0.9
0.6 -0.4 -0.2
-0.4 1.0 0.6
-0.9 -1.7 0.4
-1.5 1.4 0.5
0.4 2.5 -1.6
0.3 0.3 1.6
-0.6 -1.0 -1.4
0.4 0.1 -0.2
0.7 -1.6 0.8
0.1 0.6 -0.5
0.1 0.0 -0.1
2.4 -1.7 0.7
-1.4 -1.3 1.2
0.5 -1.8 0.7
-1.4 -0.2 -0.5
0.1 -0.4 0.5
0.4 0.0 -0.8
0.1 -0.6 0.1
0.3 -0.2 0.3
0.2 0.3 0.3
0.1 0.2 0.3
-0.1 -0.1 0.1
0.2 0.0 0.0
-1.8 -0.2 0.1
0.2 0.4 -0.3
-1.9 0.0 0.8
-0.8 0.4 0.8
0.9 1.1 -0.8
0.2 0.2 -0.4
0.4 0.1 0.4
-0.1 0.0 0.0
0.7 -0.5 1.0
0.1 0.1 -0.8
0.0 0.6 -0.8
0.3 0.7 -0.2
0.4 -0.7 0.5
-1.0 0.8 -0.2
1.0 0.1 -0.3
-0.6 -0.2 -0.5
-0.7 0.4 -0.2
-0.1 0.7 0.0
0.7 0.4 0.6
0.7 1.2 1.3

- F_max: 3.046 eV/A
- Relative energy (zero: lowest compared OMol25 entry of this formula, charge and spin): 10.47 kcal per mole
- Orbital gap (spin up / spin down): 6.9 / 5.2 eV
- ⟨S²⟩: 0.754
- 2S+1: 2
- Charge: +1
- Lowest unoccupied orbital energy (spin up / spin down): -2.9 / -4.7 eV

# 4
This record from the OMol25 dataset describes C26H22Cl2HfN3O as an isolated structure. The level of theory is wB97M-V/def2-TZVPD.

Each line ends with the Mulliken charge.
Element x y z (Å)
H (0.4924, 4.2471, -3.1346)  0.426
N (1.4151, -0.2528, 0.4876)  0.199
C (1.7388, 4.1029, -1.3762)  -0.267
C (2.6679, -3.1040, -1.4324)  -0.913
O (3.5894, -0.8692, 0.0146)  -0.662
N (0.5917, 1.6080, -1.0681)  0.052
Hf (-0.5248, -0.4076, -0.2718)  0.563
C (-0.7282, -5.7130, -0.4080)  -0.523
H (3.5621, -3.2928, -0.8565)  0.523
N (0.7646, -1.6922, -1.7815)  -0.002
C (-5.4092, 0.0616, -0.9263)  -0.752
C (-3.9631, 0.2288, 1.4325)  -0.270
H (2.8761, -4.7573, -2.7835)  0.478
H (2.1925, 5.0771, -1.4985)  0.426
C (0.7954, 3.6466, -2.2895)  -0.866
C (-1.5264, -3.4827, -0.4286)  1.083
C (0.2413, 2.4022, -2.0888)  -0.187
C (0.4312, -2.4372, -2.8461)  -0.241
H (-1.6727, 1.6222, 1.1849)  0.487
C (1.8914, -2.0058, -1.1159)  0.773
C (-1.4562, -4.7190, -1.0410)  -0.813
Cl (-7.5156, -1.1550, 0.2536)  -0.207
C (1.5085, 2.0427, -0.1911)  0.982
C (2.0958, 3.2934, -0.3155)  -1.026
H (-0.6605, -6.6961, -0.8528)  0.437
C (-4.1439, 0.6249, -0.9172)  -0.409
C (-0.9404, -3.1630, 0.7957)  0.545
H (2.8346, 3.6117, 0.4075)  0.500
C (2.2932, -3.8887, -2.5079)  -0.309
H (-2.1559, -1.6236, 1.6070)  0.469
H (-0.5136, 2.0155, -2.7642)  0.445
C (1.8520, 1.0701, 0.9165)  -1.304
H (-1.9313, 2.0764, -0.4881)  0.610
H (0.8667, -4.0959, -4.1148)  0.453
H (0.2888, -3.9971, 2.3356)  0.443
C (-5.2269, -0.3408, 1.4381)  -0.665
C (-0.1940, -4.1898, 1.3860)  -0.712
H (-3.7392, 1.0223, -1.8434)  0.370
H (-3.4166, 0.3052, 2.3657)  0.412
H (0.4780, -6.2145, 1.2901)  0.425
Cl (-2.4097, -2.1779, -1.2528)  -0.101
H (-5.6627, -0.7071, 2.3575)  0.426
H (-1.9593, -4.8983, -1.9814)  0.496
C (1.1721, -3.5296, -3.2468)  -0.796
H (2.9280, 1.0730, 1.0927)  0.587
H (-5.9862, 0.0089, -1.8395)  0.429
C (-3.3878, 0.7086, 0.2561)  0.275
C (-0.0916, -5.4381, 0.7968)  -0.713
H (-0.5395, -1.7269, 2.3249)  0.472
C (2.3872, -1.0053, -0.0917)  0.451
H (-0.4647, -2.1470, -3.3785)  0.520
C (-5.9410, -0.4327, 0.2545)  0.269
C (-1.0973, -1.8072, 1.3926)  -1.233
H (1.3623, 1.3658, 1.8481)  0.327
C (-1.9880, 1.2327, 0.2042)  -1.378

Forces on the atoms, in the same order (eV/Å):
0.0 0.0 0.0
0.2 0.0 0.0
0.0 0.0 0.0
0.0 0.0 -0.1
-0.1 0.0 0.2
0.0 0.1 0.2
-0.2 -0.2 -0.2
0.0 0.0 0.0
0.0 0.0 0.0
-0.1 0.0 0.1
0.0 0.0 0.0
0.0 0.0 0.0
0.0 0.0 0.0
0.0 0.0 0.0
0.0 0.0 0.0
0.0 0.0 0.1
0.0 0.0 0.0
0.0 0.0 -0.1
0.0 0.0 0.0
0.1 -0.1 0.1
0.0 0.0 0.0
0.0 0.0 0.0
0.0 0.0 -0.1
0.0 0.0 0.1
0.0 0.0 0.0
0.0 0.0 0.1
0.0 0.0 0.0
0.0 0.0 0.0
0.0 0.0 0.0
0.0 0.0 0.0
0.0 0.0 0.0
0.1 0.0 0.0
0.0 0.0 0.0
0.0 0.0 0.0
0.0 0.0 0.0
0.0 0.0 0.0
0.0 0.0 0.0
0.0 0.0 0.0
0.0 0.0 0.0
0.0 0.0 0.0
0.0 0.1 0.0
0.0 0.0 0.0
0.0 0.0 0.0
0.0 0.0 0.0
0.0 0.0 0.1
0.0 0.0 0.0
0.0 0.0 0.0
0.0 0.0 0.0
0.0 0.0 0.0
0.2 -0.1 -0.3
0.0 0.0 0.0
0.0 0.0 0.0
0.0 0.1 0.2
0.0 0.0 0.0
-0.1 0.1 -0.1

- F_max: 0.347 eV/A
- Relative energy (zero: lowest compared OMol25 entry of this formula, charge and spin): 28.03 kcal per mole
- Orbital gap: 7.1 eV
- Charge: +1
- Lowest unoccupied orbital energy: -3.5 eV